<P>
Formula: C3H8N2O
Source: OMol25
Level of theory: ωB97M-V/def2-TZVPD

Values from the calculation:
molecular weight: 88.11 g/mol
HOMO level: -9.43 eV
total charge: 0
gap between HOMO and LUMO: 10.4 eV
LUMO energy: 1.01 eV
structure (SMILES): NNC=O.C=C

```
14
C3H8N2O (ωB97M-V/def2-TZVPD)
N -1.56998 -0.96447 -1.20409
N -1.38430 -0.81009 0.18350
C -0.18534 -1.10823 0.75800
O 0.63036 -1.88884 0.32758
H -1.00378 -1.76564 -1.48129
H -1.19252 -0.14792 -1.69249
H -2.10990 -0.30567 0.67299
H -0.12876 -0.64598 1.79914
C 1.08125 1.07508 -0.53250
C 1.09118 1.38048 0.77129
H 0.72017 1.78543 -1.27550
H 1.65209 0.25886 -0.93732
H 1.65216 0.79596 1.48825
H 0.74738 2.34103 1.12244
```

<Q>
Formula: C3H8N2O
Source: OMol25
Level of theory: ωB97M-V/def2-TZVPD

Values from the calculation:
molecular weight: 88.11 g/mol
HOMO level: -9.07 eV
total charge: 0
gap between HOMO and LUMO: 9.8 eV
LUMO energy: 0.76 eV
structure (SMILES): N/C=N\CCO

```
14
C3H8N2O (ωB97M-V/def2-TZVPD)
N -1.35730 0.63925 -0.99955
C -1.74666 0.03699 0.15551
N -1.01501 -0.33121 1.12574
C 0.38311 -0.02889 1.13748
C 1.21471 -0.71168 -0.05124
O 2.18745 0.13007 -0.63560
H -0.34769 0.69803 -1.18402
H -2.00727 0.74274 -1.75781
H -2.80707 -0.17875 0.22817
H 0.78210 -0.36164 2.09697
H 0.55783 1.05432 1.04588
H 0.55543 -1.16053 -0.80969
H 1.77060 -1.54979 0.37299
H 1.82980 1.02107 -0.72484
```

<R>
Formula: C3H8N2O
Source: OMol25
Level of theory: ωB97M-V/def2-TZVPD

Values from the calculation:
molecular weight: 88.11 g/mol
HOMO level: -9.56 eV
total charge: 0
gap between HOMO and LUMO: 10.6 eV
LUMO energy: 1.05 eV
structure (SMILES): C/C=N/O.C=N

```
14
C3H8N2O (ωB97M-V/def2-TZVPD)
C -0.10693 -0.31937 1.78370
C -0.64907 0.56481 0.70419
N 0.10055 1.50482 0.18496
O -0.72239 2.37694 -0.54812
H -0.48235 -1.33539 1.63836
H -0.46013 0.04429 2.75161
H 0.98538 -0.32437 1.76936
H -1.74387 0.57413 0.57314
H -0.09863 3.07493 -0.81980
C 0.88550 -1.55668 -1.59584
N -0.29308 -1.03703 -1.58023
H 1.03426 -2.63835 -1.46717
H 1.78361 -0.92964 -1.69747
H -0.23285 0.00092 -1.69669
```

<S>
Formula: C3H8N2O
Source: OMol25
Level of theory: ωB97M-V/def2-TZVPD

Values from the calculation:
molecular weight: 88.11 g/mol
HOMO level: -9.94 eV
total charge: 0
gap between HOMO and LUMO: 10.9 eV
LUMO energy: 0.93 eV
structure (SMILES): C[C@H](N)C(N)=O

```
14
C3H8N2O (ωB97M-V/def2-TZVPD)
C -0.08925 -0.58982 1.83361
C -0.44602 0.22499 0.56471
N -1.72670 -0.20512 -0.15207
C 0.63820 0.23014 -0.46646
N 0.32047 0.88439 -1.64883
O 1.72136 -0.28311 -0.28297
H 0.59337 -1.25902 1.30202
H 0.48124 -0.12509 2.63400
H -0.88212 -1.24157 2.16871
H -0.74099 1.26196 0.78029
H -1.44499 -0.95317 -0.79781
H -2.20483 -0.80587 0.52189
H 0.69518 0.67262 -2.55762
H -0.68391 1.00201 -1.71721
```

Name the most stable of them. <S>.

<P>
Formula: C3H8N2O
Source: OMol25
Level of theory: ωB97M-V/def2-TZVPD

Values from the calculation:
molecular weight: 88.11 g/mol
HOMO level: -5.72 eV
total charge: 0
gap between HOMO and LUMO: 6.3 eV
LUMO energy: 0.54 eV

```
14
C3H8N2O (ωB97M-V/def2-TZVPD)
C 0.81263 1.21647 -0.20585
N -1.02969 -0.15308 -0.67712
C 0.37540 -0.09722 -0.18619
N -2.04747 -0.16633 0.34380
C 0.83022 -1.28466 0.33841
O 2.09871 1.59658 0.20917
H 2.45620 0.86529 0.72176
H -1.15554 -1.00334 -1.23925
H -1.78688 -0.90149 1.00276
H -1.97163 0.71305 0.85388
H 0.34558 2.00753 -0.77326
H -1.10373 0.76876 -1.20440
H 0.35799 -2.21412 0.05721
H 1.81823 -1.34743 0.75909
```

<Q>
Formula: C3H8N2O
Source: OMol25
Level of theory: ωB97M-V/def2-TZVPD

Values from the calculation:
molecular weight: 88.11 g/mol
HOMO level: -8.73 eV
total charge: 0
gap between HOMO and LUMO: 9.5 eV
LUMO energy: 0.81 eV
structure (SMILES): [H]/N=C/N.C=CO

```
14
C3H8N2O (ωB97M-V/def2-TZVPD)
H -1.63836 0.30601 2.15970
N -1.16406 0.30880 1.25596
C -1.87658 -0.17572 0.22056
N -1.73967 0.42250 -1.06373
H -2.65367 -0.97513 0.32651
H -0.95260 0.83871 -1.66685
H -2.54880 0.14638 -1.60873
C 2.76447 -0.34522 0.13252
C 1.39228 -0.32805 0.02120
O 0.79598 0.82083 -0.39452
H 3.25665 0.48315 -0.45715
H 3.28203 -1.30009 0.23689
H 0.82643 -1.18030 0.42631
H 0.25591 0.97812 0.41133
```

<R>
Formula: C3H8N2O
Source: OMol25
Level of theory: ωB97M-V/def2-TZVPD

Values from the calculation:
molecular weight: 88.11 g/mol
HOMO level: -9.05 eV
total charge: 0
gap between HOMO and LUMO: 9.8 eV
LUMO energy: 0.73 eV
structure (SMILES): [H]/N=C/N.CC=O

```
14
C3H8N2O (ωB97M-V/def2-TZVPD)
H -0.11577 2.43927 -2.18195
N 0.04828 1.42022 -2.08608
C -1.18780 1.00831 -2.28603
N -1.52107 -0.16812 -2.89566
H -1.88893 1.67313 -1.95579
H -2.48948 -0.32427 -3.20282
H -0.82684 -0.72830 -3.34945
C 0.80994 -0.38292 1.41669
C 0.59519 -0.77585 2.80362
O 1.53795 -1.12706 3.46128
H 1.85264 -0.43507 1.11867
H 0.28792 -1.16158 0.83315
H 0.31267 0.61242 1.26638
H -0.43019 -0.92107 3.04798
```

Name the most stable of them. <R>.

<P>
Formula: C4H12N2O2
Source: OMol25
Level of theory: ωB97M-V/def2-TZVPD

Values from the calculation:
molecular weight: 120.15 g/mol
HOMO level: -8.79 eV
total charge: 0
gap between HOMO and LUMO: 9.4 eV
LUMO energy: 0.57 eV
structure (SMILES): CCNCC(N)=O.O

```
20
C4H12N2O2 (ωB97M-V/def2-TZVPD)
C -1.34210 -1.77691 0.26111
C -1.30969 -0.49461 1.21101
N -0.34569 0.50658 0.78642
C 0.97749 -0.05174 0.51457
C 2.12689 0.88997 0.69098
N 1.97054 2.22357 1.03613
O 3.27334 0.51140 0.49441
H -0.75621 -2.54706 0.76524
H -2.32257 -2.15676 -0.06183
H -0.86318 -1.53769 -0.66602
H -2.29788 -0.07768 1.42834
H -0.95338 -0.88033 2.17882
H -0.72470 1.23435 0.20765
H 1.17389 -0.83547 1.25954
H 0.98021 -0.37336 -0.52402
H 1.17048 2.49903 1.58722
H 2.79915 2.76643 1.19917
O -1.11635 -0.31608 -4.01705
H -0.75895 0.48901 -3.61783
H -1.68130 -0.07267 -4.73388
```

<Q>
Formula: C4H12N2O2
Source: OMol25
Level of theory: ωB97M-V/def2-TZVPD

Values from the calculation:
molecular weight: 120.15 g/mol
HOMO level: -8.92 eV
total charge: 0
gap between HOMO and LUMO: 9.1 eV
LUMO energy: 0.15 eV
structure (SMILES): CC(C)NC(N)=O.O

```
20
C4H12N2O2 (ωB97M-V/def2-TZVPD)
C -0.97730 -0.14002 -2.01896
C 0.20181 -0.73052 -1.25900
C -0.14527 -2.09952 -0.53307
N 0.77696 0.17525 -0.20044
C 0.39318 1.52599 -0.02096
N 0.24091 1.96766 1.23246
O -0.02715 2.15870 -0.97009
H -1.12754 -0.52067 -3.04085
H -1.86326 -0.18271 -1.41267
H -0.69398 1.08906 -2.16906
H 0.87000 -0.88298 -2.04389
H 0.80335 -2.64917 -0.41796
H -0.79635 -2.48115 -1.28672
H -0.72058 -2.04393 0.39633
H 1.23064 -0.24583 0.57579
H 0.46057 1.50799 2.04434
H -0.13097 2.93536 1.27798
O 0.89636 0.19770 3.00539
H -0.00740 -0.24186 3.04691
H 0.61603 0.66066 3.79446
```

<R>
Formula: C4H12N2O2
Source: OMol25
Level of theory: ωB97M-V/def2-TZVPD

Values from the calculation:
molecular weight: 120.15 g/mol
HOMO level: -8.00 eV
total charge: 0
gap between HOMO and LUMO: 4.9 eV
LUMO energy: -3.14 eV

```
20
C4H12N2O2 (ωB97M-V/def2-TZVPD)
C -0.60736 0.62773 -0.42233
C -1.83186 0.83335 0.30193
C -1.85742 0.65049 1.75709
O -2.14924 -0.78614 1.95470
N 0.54331 0.21393 0.31549
C 1.73505 0.54735 -0.49845
N 1.56337 -0.04439 -1.79499
H -0.71853 -0.09859 -1.27433
H -0.25558 1.46721 -1.05932
H -2.77739 0.67319 -0.21869
H -0.85128 0.78029 2.15059
H -2.62661 1.21313 2.27317
H 0.64808 -0.83687 0.27941
H 2.57537 0.06436 0.00020
H 1.91735 1.62537 -0.37366
H 2.20731 0.31984 -2.47048
H 1.60665 -1.06825 -1.52073
H 1.30283 -2.96664 -0.25984
H -1.88104 -1.19757 1.13072
O 1.45701 -2.01780 -0.27046
```

Name the most stable of them. <P>.

<P>
Formula: C4H12N2O2
Source: OMol25
Level of theory: ωB97M-V/def2-TZVPD

Values from the calculation:
molecular weight: 120.15 g/mol
HOMO level: -8.93 eV
total charge: 0
gap between HOMO and LUMO: 9.6 eV
LUMO energy: 0.66 eV
structure (SMILES): N[C@@H](CO)CNCO

```
20
C4H12N2O2 (ωB97M-V/def2-TZVPD)
N 1.35876 -2.37729 -0.17033
C 0.85365 -1.12137 0.30193
C 1.75937 0.00324 -0.22290
O 1.43310 1.26541 0.36992
C -0.60878 -0.94980 -0.05282
N -1.25699 0.08823 0.74853
C -2.22589 0.87869 0.03315
O -1.65992 1.89393 -0.79165
H 1.34011 -2.59040 -1.14923
H 2.11046 -2.78406 0.35176
H 0.99261 -1.12740 1.38909
H 1.72319 0.07269 -1.31682
H 2.80242 -0.26054 0.02110
H 1.94596 1.96057 -0.05703
H -1.12054 -1.88513 0.15155
H -0.72568 -0.82143 -1.13308
H -0.54780 0.71024 1.11916
H -2.89417 1.34698 0.74925
H -2.81512 0.23487 -0.61219
H -0.71835 1.93470 -0.59241
```

<Q>
Formula: C4H12N2O2
Source: OMol25
Level of theory: ωB97M-V/def2-TZVPD

Values from the calculation:
molecular weight: 120.15 g/mol
HOMO level: -9.48 eV
total charge: 0
gap between HOMO and LUMO: 10.2 eV
LUMO energy: 0.76 eV
structure (SMILES): C[C@@H](N)CNC=O.O

```
20
C4H12N2O2 (ωB97M-V/def2-TZVPD)
C -1.59222 -0.12652 -0.32058
C -1.23027 0.85450 0.76973
N -2.19295 0.64307 1.90249
C 0.17565 0.63976 1.41394
N 1.25260 1.33954 0.72889
C 1.81666 0.82386 -0.41293
O 1.54486 -0.24069 -0.91910
H -1.87450 -1.13254 0.03673
H -2.59907 0.12048 -0.68001
H -0.86088 -0.19764 -1.11616
H -1.21290 1.86815 0.39474
H -1.67867 0.37425 2.73069
H -2.79902 -0.14589 1.71456
H 0.18015 0.99798 2.44451
H 0.34584 -0.43888 1.36658
H 1.22822 2.34306 0.72171
H 2.71373 1.37117 -0.72576
O 2.43489 -3.19265 -3.65282
H 2.66995 -2.38184 -3.18882
H 1.67793 -3.51915 -3.20839
```

Name the most stable of them. <Q>.

<P>
Formula: C4H12N2O2
Source: OMol25
Level of theory: ωB97M-V/def2-TZVPD

Values from the calculation:
molecular weight: 120.15 g/mol
HOMO level: -7.09 eV
total charge: 0
gap between HOMO and LUMO: 7.5 eV
LUMO energy: 0.39 eV

```
20
C4H12N2O2 (ωB97M-V/def2-TZVPD)
O -1.28105 2.57960 -0.93916
C -1.92565 1.67040 -0.49676
C -1.71875 0.25270 -0.85686
N -0.46497 0.17734 -1.67141
H -2.70469 1.84009 0.26321
H -1.48701 -0.34900 0.11552
H -2.57346 -0.15881 -1.39273
H -0.50771 -0.50965 -2.41322
H -0.35502 1.07783 -2.15012
H 0.40643 0.03149 -1.00676
C 0.49985 -1.33861 1.59925
O -0.75943 -1.21022 1.15600
C 1.43600 -0.17397 1.27675
N 1.80211 -0.16526 -0.16108
H 0.60812 -1.47666 2.69905
H 1.02101 -2.26949 1.25369
H 0.93862 0.76415 1.52017
H 2.33050 -0.23048 1.89967
H 2.24791 -1.04031 -0.34882
H 2.48718 0.52886 -0.34640
```

<Q>
Formula: C4H12N2O2
Source: OMol25
Level of theory: ωB97M-V/def2-TZVPD

Values from the calculation:
molecular weight: 120.15 g/mol
HOMO level: -9.21 eV
total charge: 0
gap between HOMO and LUMO: 10.0 eV
LUMO energy: 0.75 eV
structure (SMILES): [H]/N=C(/C)NOC.CO

```
20
C4H12N2O2 (ωB97M-V/def2-TZVPD)
H -0.06263 2.35042 0.84642
N -0.71422 1.85414 0.24392
C -0.31346 0.73041 -0.16829
C -1.17654 -0.15209 -1.01507
N 1.01933 0.22955 0.03501
O 1.68291 -0.46698 -0.99071
C 2.10654 0.38511 -2.04932
H -0.85171 -1.18731 -0.95180
H -2.20686 -0.04120 -0.69052
H -1.11618 0.16213 -2.05801
H 1.63898 0.89026 0.50189
H 2.64412 -0.26652 -2.73557
H 2.79456 1.15502 -1.68275
H 1.25227 0.86389 -2.53769
C -1.48372 -1.17864 2.39557
O -0.26161 -0.63266 2.02002
H -1.99745 -1.75880 1.62512
H -2.17521 -0.35987 2.62835
H -1.36148 -1.82495 3.28287
H 0.58236 -0.75189 1.30057
```

Name the most stable of them. <P>.